Record 1
Here is C35H34N3O3P2S4Sn as an isolated structure from the OMol25 dataset. Energies are from ωB97M-V/def2-TZVPD.

CARTESIAN COORDINATES (ANGSTROEM)
Sn (0.116, 3.271, -0.552)
C (-2.839, 0.051, 1.385)
N (-1.850, 0.840, 0.653)
P (-0.638, 1.669, 1.525)
C (-1.367, 2.130, 3.137)
C (-1.842, 3.425, 3.306)
C (-2.396, 3.809, 4.514)
C (-2.461, 2.903, 5.562)
C (-1.968, 1.617, 5.403)
C (-1.423, 1.227, 4.194)
C (0.582, 0.434, 2.053)
C (0.559, -0.917, 1.741)
C (1.595, -1.731, 2.168)
C (2.656, -1.200, 2.881)
C (2.682, 0.152, 3.188)
C (1.649, 0.968, 2.774)
P (-2.284, 1.726, -0.772)
C (-4.054, 2.061, -0.476)
C (-4.395, 2.853, 0.616)
C (-5.722, 3.112, 0.902)
C (-6.718, 2.598, 0.086)
C (-6.381, 1.829, -1.016)
C (-5.054, 1.565, -1.302)
C (-2.356, 0.531, -2.137)
C (-2.286, 1.082, -3.415)
C (-2.332, 0.268, -4.530)
C (-2.483, -1.101, -4.377)
C (-2.566, -1.653, -3.110)
C (-2.477, -0.844, -1.988)
H (-3.397, 0.649, 2.113)
H (-2.346, -0.766, 1.915)
H (-3.554, -0.373, 0.681)
H (-1.756, 4.133, 2.486)
H (-2.764, 4.815, 4.646)
H (-2.885, 3.204, 6.508)
H (-1.996, 0.918, 6.226)
H (-1.029, 0.229, 4.069)
H (-0.257, -1.325, 1.164)
H (1.575, -2.785, 1.940)
H (3.470, -1.833, 3.197)
H (3.509, 0.565, 3.746)
H (1.640, 2.026, 3.019)
H (-3.615, 3.257, 1.252)
H (-5.982, 3.719, 1.757)
H (-7.756, 2.799, 0.303)
H (-7.150, 1.431, -1.660)
H (-4.795, 0.967, -2.162)
H (-2.191, 2.156, -3.527)
H (-2.250, 0.693, -5.520)
H (-2.531, -1.737, -5.247)
H (-2.701, -2.719, -2.990)
H (-2.495, -1.287, -1.003)
O (1.478, 0.846, -1.965)
O (0.252, 1.335, -1.450)
C (4.772, 3.187, 1.142)
S (3.593, 2.185, 0.176)
C (4.412, 2.436, -1.427)
O (2.370, 3.074, 0.106)
H (4.851, 4.186, 0.726)
H (5.726, 2.671, 1.119)
H (4.405, 3.233, 2.161)
H (4.473, 3.499, -1.633)
H (3.824, 1.942, -2.192)
H (5.400, 1.992, -1.380)
S (0.190, -5.414, -1.688)
C (1.035, -4.025, -1.682)
S (0.266, -2.449, -1.314)
C (1.853, -1.730, -1.419)
N (2.782, -2.551, -1.716)
N (2.371, -3.807, -1.880)
C (3.391, -4.710, -2.267)
C (4.697, -4.223, -2.186)
C (5.755, -5.010, -2.592)
C (5.523, -6.285, -3.080)
C (4.230, -6.774, -3.136)
C (3.157, -5.994, -2.740)
S (2.320, -0.108, -0.976)
H (4.869, -3.226, -1.814)
H (6.763, -4.634, -2.514)
H (6.347, -6.891, -3.417)
H (4.049, -7.780, -3.480)
H (2.157, -6.385, -2.807)

Its lowest unoccupied orbital energy is -2.5253 eV. The calculation puts the orbital gap at 7.511 eV. The calculation puts the energy at -115201.09140 eV. The charge is +1. The relative energy (zero: lowest compared OMol25 entry of this formula, charge and spin) comes out at 0.0 kcal/mol. The value obtained for the largest force on an atom is 1.9 eV/A.

Record 2
Here is a 2-piece molecular cluster, C3H11N2O overall from the OMol25 dataset. Energies are from ωB97M-V/def2-TZVPD.

CARTESIAN COORDINATES (ANGSTROEM)
C (-1.098, 2.467, -0.994)
O (-1.213, 3.389, -0.029)
C (-0.966, 1.019, -0.429)
N (-0.631, -0.032, -1.407)
H (-1.942, 2.433, -1.740)
H (-0.181, 2.591, -1.656)
H (-0.159, 1.108, 0.303)
H (-1.883, 0.764, 0.104)
H (0.074, 0.338, -2.034)
H (-1.444, -0.207, -1.989)
C (1.274, -1.685, 0.917)
N (1.568, -2.666, 1.975)
H (0.843, -0.746, 1.268)
H (0.601, -2.119, 0.181)
H (2.208, -1.464, 0.390)
H (2.230, -2.280, 2.651)
H (0.720, -2.911, 2.487)

Its lowest unoccupied orbital energy (alpha / beta) is 6.8404 / 6.8177 eV. The spin multiplicity is 2. The calculation puts the orbital gap (alpha / beta) at 2.894 / 6.901 eV. The calculation puts the energy at -8312.24164 eV. The charge is -2. The relative energy (zero: lowest compared OMol25 entry of this formula, charge and spin) comes out at 0.9 kcal/mol. The value obtained for the largest force on an atom is 0.8 eV/A.

Record 3
Here is C33H34N4PZr as an isolated structure from the OMol25 dataset. Energies are from ωB97M-V/def2-TZVPD.

CARTESIAN COORDINATES (ANGSTROEM)
Zr (-0.175, 0.610, 0.653)
C (-1.584, 1.760, 3.194)
C (-0.180, 1.505, 3.704)
N (0.548, 0.454, 2.908)
C (0.364, -0.915, 3.459)
C (-0.869, -1.567, 2.890)
C (-1.450, -2.676, 3.472)
C (-2.615, -3.182, 2.911)
C (-3.163, -2.571, 1.791)
C (-2.515, -1.482, 1.241)
C (-3.082, -0.770, 0.035)
N (-2.252, 0.376, -0.459)
C (-2.919, 1.709, -0.316)
C (-2.955, 2.109, 1.143)
N (-1.573, 2.090, 1.728)
N (-1.376, -1.004, 1.779)
H (-2.054, 2.570, 3.754)
H (-2.209, 0.876, 3.306)
H (-0.229, 1.203, 4.752)
H (0.414, 2.415, 3.667)
H (1.538, 0.683, 2.952)
H (0.293, -0.889, 4.548)
H (1.248, -1.500, 3.205)
H (-1.023, -3.120, 4.362)
H (-3.107, -4.038, 3.353)
H (-4.085, -2.934, 1.355)
H (-4.084, -0.405, 0.274)
H (-3.201, -1.477, -0.787)
H (-2.093, 0.231, -1.453)
H (-3.935, 1.679, -0.716)
H (-2.347, 2.426, -0.911)
H (-3.551, 1.405, 1.726)
H (-3.407, 3.093, 1.269)
H (-1.173, 3.025, 1.624)
C (-0.872, -0.713, -5.955)
C (-1.209, 0.456, -5.286)
C (-0.751, 0.668, -3.994)
C (0.042, -0.299, -3.371)
C (0.383, -1.474, -4.051)
C (-0.078, -1.676, -5.341)
P (0.730, 0.046, -1.768)
C (0.707, -1.491, -0.792)
C (1.650, -1.662, 0.234)
C (1.650, -2.829, 0.999)
C (0.701, -3.808, 0.763)
C (-0.256, -3.633, -0.236)
C (-0.260, -2.488, -1.008)
C (2.358, 0.746, -1.771)
C (3.271, 0.550, -2.780)
C (4.498, 1.238, -2.764)
C (4.755, 2.134, -1.764)
C (3.815, 2.374, -0.726)
C (4.061, 3.362, 0.256)
C (3.132, 3.632, 1.221)
C (1.949, 2.869, 1.265)
C (1.633, 1.869, 0.355)
C (2.599, 1.657, -0.701)
H (-1.224, -0.874, -6.965)
H (-1.817, 1.206, -5.773)
H (-0.989, 1.603, -3.496)
H (1.005, -2.229, -3.585)
H (0.186, -2.581, -5.871)
H (2.443, -0.926, 0.359)
H (2.421, -2.985, 1.744)
H (0.721, -4.729, 1.333)
H (-0.973, -4.420, -0.435)
H (-0.975, -2.386, -1.817)
H (3.045, -0.115, -3.605)
H (5.216, 1.075, -3.555)
H (5.681, 2.695, -1.763)
H (4.990, 3.917, 0.217)
H (3.305, 4.412, 1.949)
H (1.258, 3.122, 2.065)

Its lowest unoccupied orbital energy is -9.5799 eV. The calculation puts the orbital gap at 6.485 eV. The calculation puts the energy at -51280.73152 eV. The charge is +3. The relative energy (zero: lowest compared OMol25 entry of this formula, charge and spin) comes out at 5.5 kcal/mol. The value obtained for the largest force on an atom is 0.6 eV/A.

> Number 1 is which compound?

C35H34N3O3P2S4Sn